The following is a DFT calculation (wB97M-V/def2-TZVPD) of one molecule with the formula C18H18ClFN2O.

```
! RIJCOSX wB97M-V def2-TZVPD def2/J DEFGRID3
* xyz 0 1
Cl -0.72 2.96 5.19
F 3.84 0.14 -0.77
O -2.59 -2.00 2.35
N -0.77 -1.14 1.35
N 0.18 -1.31 -1.36
C 2.24 -0.52 -2.38
C -0.55 -2.40 -0.74
C 3.37 1.34 -4.14
C -1.39 0.96 3.52
C 3.32 0.27 -2.01
C -0.19 -0.05 -0.75
C -0.03 -0.03 0.78
C 1.73 -0.34 -3.66
C -1.77 2.17 4.06
C -2.97 2.77 3.71
C -1.89 -1.04 2.09
C -3.44 0.90 2.27
C 2.28 0.58 -4.53
C -3.80 2.13 2.81
C -0.39 -2.42 0.79
C -2.23 0.32 2.62
C 3.89 1.19 -2.87
C 1.62 -1.52 -1.44
H 0.88 -0.94 -3.96
H -4.10 0.39 1.59
H 1.87 0.70 -5.52
H -1.24 0.14 -1.00
H 3.80 2.06 -4.81
H 4.73 1.78 -2.53
H 0.65 -2.64 1.07
H 0.41 0.75 -1.19
H 2.13 -1.47 -0.47
H 1.03 -0.13 1.05
H -1.04 -3.18 1.23
H -3.24 3.72 4.14
H -0.45 0.50 3.81
H -0.40 0.91 1.18
H 1.78 -2.53 -1.85
H -4.74 2.58 2.54
H -0.22 -3.34 -1.16
H -1.60 -2.26 -0.98
*
```

Output
HOMO energy in eV: -8.4
Orbital gap in eV: 9.11
SMILES: O=C(c1cccc(Cl)c1)N1CCN(Cc2ccccc2F)CC1
ΔE to the lowest compared entry with this formula, charge and spin in eV: 0.0000